1.
ORCA calculation (ωB97M-V with the def2-TZVPD basis set) on one molecule with the formula C42H47NO6Si.

Positions of all 97 atoms, in Å:
1 C -1.351 -3.480 5.378
2 O -0.927 -4.050 4.130
3 C -0.932 -3.223 3.044
4 C -0.596 -3.841 1.818
5 C -0.914 -3.279 0.599
6 C -1.702 -2.092 0.564
7 C -2.755 -1.814 -0.557
8 C -2.928 -0.306 -0.710
9 O -2.656 0.589 0.104
10 O -3.522 0.114 -1.860
11 C -3.281 -0.512 -3.161
12 C -4.566 -1.124 -3.634
13 C -2.785 0.602 -4.064
14 O -2.198 -1.438 -2.976
15 C -2.293 -2.301 -1.907
16 O -2.024 -3.440 -2.059
17 C -1.781 -1.380 1.788
18 C -1.474 -1.926 3.031
19 H -1.152 -4.275 6.096
20 H -0.781 -2.567 5.637
21 H -2.430 -3.228 5.344
22 H -0.155 -4.842 1.889
23 H -0.672 -3.828 -0.318
24 H -5.033 -1.771 -2.898
25 H -5.252 -0.301 -3.828
26 H -4.370 -1.683 -4.548
27 H -1.910 1.116 -3.658
28 H -2.519 0.198 -5.037
29 H -3.566 1.352 -4.180
30 H -2.170 -0.372 1.774
31 H -1.660 -1.383 3.972
32 C -12.719 0.860 -0.948
33 Si -11.726 1.833 0.291
34 C -11.616 3.662 -0.053
35 C -12.294 1.494 2.034
36 O -10.159 1.343 0.125
37 C -9.196 0.429 0.589
38 C -8.640 0.881 1.956
39 C -8.742 2.223 2.341
40 C -8.120 2.603 3.534
41 C -7.477 1.666 4.351
42 C -7.461 0.311 4.005
43 C -8.036 -0.073 2.795
44 C -9.875 -0.952 0.637
45 C -10.542 -1.304 1.810
46 C -11.346 -2.444 1.857
47 C -11.513 -3.233 0.712
48 C -10.856 -2.868 -0.472
49 C -10.037 -1.727 -0.517
50 C -8.022 0.579 -0.468
51 C -7.672 2.077 -0.705
52 C -6.424 2.389 0.126
53 C -5.932 1.025 0.691
54 N -6.751 -0.004 0.005
55 C -6.223 -1.182 -0.356
56 C -5.110 -1.679 0.305
57 C -4.145 -2.658 -0.213
58 C -4.008 -3.910 0.650
59 C -3.418 -5.052 0.071
60 C -3.152 -6.186 0.849
61 C -3.513 -6.220 2.191
62 C -4.065 -5.098 2.789
63 C -4.401 -3.984 2.008
64 H -13.760 1.212 -0.943
65 H -12.311 0.976 -1.961
66 H -12.714 -0.210 -0.705
67 H -12.611 4.128 -0.027
68 H -10.991 4.168 0.696
69 H -11.170 3.846 -1.041
70 H -13.188 2.106 2.230
71 H -12.557 0.438 2.168
72 H -11.525 1.760 2.772
73 H -9.277 2.952 1.711
74 H -8.147 3.662 3.802
75 H -6.988 1.975 5.275
76 H -7.050 -0.450 4.676
77 H -8.045 -1.127 2.500
78 H -10.453 -0.686 2.709
79 H -11.809 -2.719 2.805
80 H -12.118 -4.139 0.746
81 H -10.959 -3.463 -1.383
82 H -9.558 -1.407 -1.444
83 H -8.307 0.094 -1.414
84 H -7.390 2.120 -1.772
85 H -8.530 2.743 -0.539
86 H -5.652 2.813 -0.537
87 H -6.661 3.110 0.926
88 H -4.842 0.922 0.516
89 H -6.175 1.002 1.772
90 H -6.675 -1.691 -1.228
91 H -5.019 -1.409 1.368
92 H -4.307 -2.988 -1.272
93 H -3.124 -5.048 -0.976
94 H -2.673 -7.058 0.382
95 H -3.194 -7.063 2.817
96 H -4.254 -5.086 3.864
97 H -4.983 -3.186 2.509

Output
HOMO: -0.2681 hartree
E_tot: -2424.33817 hartree

=====

2.
ORCA calculation (ωB97M-V with the def2-TZVPD basis set) on C42H48Cl5N4NdO3PS2 as an isolated structure.

Positions of all 106 atoms, in Å:
1 Nd 0.586 -0.100 1.716
2 O -0.822 1.984 1.827
3 C 0.139 2.759 1.482
4 O 1.305 2.226 1.549
5 C -0.053 4.140 0.991
6 P 1.347 4.662 -0.113
7 C 1.237 3.247 -1.308
8 C 2.411 2.987 -2.004
9 C 2.528 1.866 -2.798
10 C 1.436 1.031 -2.964
11 C 0.246 1.292 -2.286
12 C 0.142 2.413 -1.477
13 C 0.608 6.019 -1.074
14 C -0.400 5.818 -2.045
15 C -0.778 6.842 -2.868
16 C -0.210 8.112 -2.705
17 C 0.737 8.335 -1.727
18 C 1.121 7.309 -0.898
19 H -0.068 4.797 1.834
20 H -1.028 4.213 0.487
21 H 3.312 3.621 -1.897
22 H 3.487 1.664 -3.286
23 H 1.480 0.173 -3.647
24 H -0.575 0.630 -2.463
25 H -0.790 2.618 -0.937
26 H -0.859 4.854 -2.194
27 H -1.508 6.662 -3.657
28 H -0.470 8.921 -3.399
29 H 1.153 9.353 -1.602
30 H 1.919 7.459 -0.180
31 Cl 2.376 1.935 5.036
32 C 3.027 0.315 4.602
33 C 2.243 -0.489 3.789
34 C 2.668 -1.829 3.758
35 Cl 1.670 -2.924 2.784
36 C 3.730 -2.368 4.446
37 Cl 4.059 -4.055 4.468
38 C 4.562 -1.487 5.154
39 Cl 5.884 -2.109 6.028
40 C 4.165 -0.154 5.263
41 Cl 5.124 0.945 6.187
42 C -5.705 -1.926 -2.480
43 C -5.130 -0.505 -2.394
44 C -4.599 -0.093 -3.800
45 C -6.211 0.472 -1.989
46 C -3.930 -0.486 -1.403
47 C -3.841 0.387 -0.318
48 C -2.716 0.330 0.505
49 N -1.673 -0.510 0.337
50 C -1.794 -1.406 -0.649
51 C -2.864 -1.386 -1.543
52 C -0.666 -2.351 -0.828
53 C -0.862 -3.559 -1.466
54 C 0.249 -4.355 -1.814
55 C 1.474 -3.927 -1.363
56 C 1.566 -2.834 -0.524
57 N 0.520 -2.047 -0.239
58 C 0.082 -5.650 -2.607
59 C 0.422 -6.764 -1.573
60 C 1.040 -5.727 -3.779
61 C -1.353 -5.865 -3.122
62 H -6.519 -1.968 -3.208
63 H -6.114 -2.233 -1.494
64 H -4.944 -2.633 -2.819
65 H -5.422 -0.113 -4.534
66 H -3.804 -0.770 -4.146
67 H -4.171 0.908 -3.726
68 H -7.082 0.383 -2.630
69 H -5.886 1.533 -1.996
70 H -6.599 0.248 -0.987
71 H -4.582 1.128 -0.070
72 H -2.629 1.000 1.329
73 H -2.823 -2.072 -2.359
74 H -1.832 -3.818 -1.838
75 H 2.407 -4.474 -1.573
76 H 2.520 -2.504 -0.135
77 H 1.423 -6.657 -1.158
78 H 0.366 -7.774 -2.008
79 H -0.313 -6.798 -0.767
80 H 2.091 -5.533 -3.506
81 H 0.806 -4.991 -4.564
82 H 0.994 -6.770 -4.159
83 H -2.087 -5.870 -2.318
84 H -1.342 -6.846 -3.576
85 H -1.677 -5.089 -3.809
86 C -2.406 -2.284 5.047
87 S -0.761 -1.532 4.716
88 C -0.808 -0.191 5.949
89 O -0.948 -0.863 3.381
90 H -3.156 -1.517 4.931
91 H -2.408 -2.693 6.032
92 H -2.488 -3.069 4.320
93 H -0.941 -0.600 6.940
94 H -1.637 0.475 5.714
95 H 0.144 0.319 5.847
96 C 4.807 2.957 2.410
97 N 4.054 2.113 1.473
98 C 4.277 0.840 1.263
99 N 5.394 0.314 1.764
100 S 3.196 -0.161 0.347
101 H 4.472 4.008 2.314
102 H 5.875 2.927 2.213
103 H 4.701 2.615 3.444
104 H 3.111 2.418 1.229
105 H 6.045 0.817 2.338
106 H 5.547 -0.665 1.557

Output
multiplicity: 4
net charge: +1
HOMO (spin up / spin down): -0.3887 / -0.3887 hartree
E_tot: -6074.10534 hartree

=====

Ordered relative energy (zero: lowest compared OMol25 entry of this formula, charge and spin) results: 0.0, 0.0; unit kJ/mol.